One molecule with the formula C7H10N2O3 at a distorted geometry. Source: OMol25; level of theory: ωB97M-V/def2-TZVPD.

```
22
Properties=species:S:1:pos:R:3:forces:R:3
O -0.8635 -2.2380 -1.6954 -1.914 -0.902 5.194
O 2.3550 -1.9831 1.2808 1.515 0.164 -1.728
O -2.1743 1.4387 -1.1811 0.389 0.301 1.685
N -1.3958 2.7028 1.3093 -0.446 4.252 0.651
N 0.3892 1.3821 1.6272 0.016 -0.178 -2.599
C 1.2255 0.3846 1.2288 0.124 2.130 2.709
C -0.1893 -0.1386 -0.6517 -1.783 3.464 1.153
C -0.6682 1.7136 0.7921 1.796 -3.774 0.457
C 1.4384 -1.8796 0.1511 -0.899 1.318 2.419
C 0.9244 -0.3832 0.2011 -1.913 -3.807 -3.418
C -0.3820 -0.9165 -1.8675 0.885 -1.079 0.026
C -1.1374 0.9882 -0.3745 4.228 -1.399 0.786
H -1.1321 -0.5145 -2.3951 -2.656 2.329 -2.086
H 0.5895 -2.5092 0.5049 0.420 0.598 -0.088
H 2.1777 0.1812 1.7757 -1.422 0.559 0.090
H -2.6936 2.1041 -0.6389 0.759 -1.177 -0.742
H -0.8797 2.8709 2.2830 -1.555 0.592 -2.852
H 1.6017 -2.3346 -0.8257 1.234 0.342 -0.026
H 3.1104 -1.3306 1.1691 -1.311 -1.404 -0.089
H -1.3396 3.4909 0.5309 -0.312 -1.234 2.849
H 0.4754 -0.8437 -2.5422 0.349 -0.697 0.325
H -1.4317 -2.1856 -0.6818 2.497 -0.399 -4.714
```
Positions in Å, forces in eV/Å.

Its SMILES is Nc1ncc(CO)c(CO)c1O. Its net charge is 0. As for the total energy: -607.8349 Ha. The frontier orbital gap comes out at 8.6978 eV. As for the relative energy (zero: lowest compared OMol25 entry of this formula, charge and spin): 4.422 eV. The HOMO energy is -8.42 eV. As for the spin multiplicity: 1.

Löwdin atomic charge list, values in e, 2 entries: number 1, O, carries -0.112; number 2, O, carries -0.113

A 2-piece molecular cluster, C5H12N2O overall at a distorted geometry. Source: OMol25; level of theory: ωB97M-V/def2-TZVPD.

```
20
Properties=species:S:1:pos:R:3:forces:R:3
O -1.0782 -0.7296 2.1343 -0.320 0.181 -0.885
N 1.4043 0.7668 1.2610 -0.101 -0.491 -0.856
N 0.6281 1.8836 -0.6669 0.969 -0.511 -0.062
C 0.6098 -1.7241 0.0124 -0.004 0.127 0.187
C -0.8810 -0.3962 -1.5099 0.004 0.078 0.135
C 0.4588 0.8562 0.2496 -2.419 0.638 1.020
C -1.2979 -0.3043 0.9860 0.939 -0.806 0.887
C -0.2248 -0.4537 -0.1347 -0.157 -0.243 -0.308
H 0.9480 -1.8714 1.0361 0.038 0.140 0.008
H -0.7773 1.1843 0.9859 0.953 0.264 -0.855
H 1.0419 0.1849 2.0224 0.740 0.725 0.153
H -1.4740 -1.2969 -1.6706 0.013 -0.027 0.010
H -1.5621 0.4543 -1.5981 0.025 0.034 -0.018
H 0.8982 2.7798 -0.2872 -0.312 -0.131 -0.429
H -0.0034 -2.5963 -0.2186 0.008 0.042 -0.184
H -0.1336 -0.3436 -2.3045 -0.035 0.006 -0.024
H 1.4838 -1.7012 -0.6401 -0.055 -0.041 -0.036
H 2.0460 1.5489 1.3058 -0.363 -0.402 0.830
H -2.3093 -0.0464 0.6217 0.050 0.144 0.112
H 0.2227 1.8049 -1.5847 0.027 0.273 0.315
```
Positions in Å, forces in eV/Å.

Its net charge is 0. As for the total energy: -382.3793 Ha. The frontier orbital gap comes out at 8.6479 eV. As for the relative energy (zero: lowest compared OMol25 entry of this formula, charge and spin): 3.352 eV. The HOMO energy is -7.94 eV. As for the spin multiplicity: 1.

Löwdin atomic charge list, values in e, 2 entries: number 1, O, carries -0.056; number 2, N, carries 0.112

A 3-piece molecular cluster, C8H9NO3 overall at a distorted geometry. Source: OMol25; level of theory: ωB97M-V/def2-TZVPD.

```
21
Properties=species:S:1:pos:R:3:forces:R:3
O 0.1835 -1.1600 2.1494 1.856 1.647 0.942
O -4.7798 -1.3976 2.4131 0.212 -0.724 1.409
O -5.0513 0.3843 0.9791 0.067 0.114 0.940
N 0.9114 -1.5054 1.0049 -3.879 -0.860 -0.107
C -0.3971 -0.2718 -0.5035 2.218 -0.059 2.203
C -1.8273 1.4116 -2.0234 0.085 -0.754 0.596
C -0.0287 1.0494 -0.4592 -1.727 -0.586 -3.005
C -0.6708 1.8752 -1.4078 -0.252 0.107 1.479
C -2.3038 0.1143 -1.7814 3.605 0.955 0.785
C 2.2203 -0.9872 0.9072 0.819 -0.031 -1.807
C -1.4844 -0.8074 -1.0660 -1.827 1.310 -0.955
C -4.9115 -0.4506 1.7806 -0.252 0.622 -2.373
H 2.9288 -0.7810 1.6672 -0.054 -0.581 2.038
H 2.6447 -1.7885 0.2664 0.338 0.868 0.096
H -2.4005 2.1157 -2.5851 -0.379 0.144 -0.463
H 2.3062 -0.0264 0.4073 -0.455 0.210 -0.726
H -1.8200 -1.7942 -0.8823 -0.069 -0.969 -0.042
H -3.1804 -0.1424 -2.2153 -2.682 -1.098 -1.126
H 0.6894 1.4357 0.1584 1.929 0.735 1.430
H -0.4300 2.9414 -1.4566 0.115 -0.397 -0.146
H -0.6118 -1.6726 2.3361 0.333 -0.653 -1.168
```
Positions in Å, forces in eV/Å.

Its net charge is 0. As for the total energy: -590.5270 Ha. The frontier orbital gap (spin up / spin down) comes out at 8.2646 / 8.7999 eV. As for the relative energy (zero: lowest compared OMol25 entry of this formula, charge and spin): 5.763 eV. The HOMO energy (spin up / spin down) is -7.91 / -8.45 eV. As for the spin multiplicity: 1.

Löwdin atomic charge list, values in e, 2 entries: number 1, O, carries -0.088; number 2, O, carries 0.216

An isolated ion of composition C6H10NO and charge -1 at a distorted geometry. Source: OMol25; level of theory: ωB97M-V/def2-TZVPD.

```
18
Properties=species:S:1:pos:R:3:forces:R:3
O 2.1115 -2.6596 -0.9598 -0.210 -0.668 0.072
N -0.8214 3.0438 -0.0586 0.173 -1.403 0.117
C -0.7991 -0.7847 0.3739 -1.330 1.113 -1.068
C 1.2178 -2.3534 -0.0235 -0.114 2.207 -1.601
C 0.3766 3.3835 0.2018 -1.228 1.344 -0.327
C -1.1296 1.6318 -0.0744 1.448 0.041 0.153
C -0.2682 0.6375 0.1720 -0.714 -1.303 0.264
C -0.1931 -1.7510 -0.6019 1.608 -2.014 -0.094
H -0.7508 -2.6669 -0.8540 -0.566 0.360 0.460
H -2.1418 1.3239 -0.2740 -0.410 0.529 0.144
H 0.4400 4.4681 0.3021 0.788 -0.082 -0.032
H 0.8126 0.6651 0.2403 0.039 0.587 0.151
H 0.9071 -3.1483 0.6792 -0.004 -0.201 0.409
H 0.0063 -1.3386 -1.5958 0.225 0.455 0.289
H 1.2570 2.7613 0.3198 -0.044 -0.242 0.119
H -1.8797 -0.6843 0.1803 -0.009 -0.194 0.247
H -0.7161 -1.0878 1.4205 0.375 -0.110 -0.006
H 1.5709 -1.4403 0.5520 -0.028 -0.421 0.704
```
Positions in Å, forces in eV/Å.

Its SMILES is C=N/C=C/CCC[O-]. Its net charge is -1. As for the total energy: -364.5265 Ha. The frontier orbital gap comes out at 5.6866 eV. As for the relative energy (zero: lowest compared OMol25 entry of this formula, charge and spin): 0.770 eV. The HOMO energy is -2.23 eV. As for the spin multiplicity: 1.

Löwdin atomic charge list, values in e, 2 entries: number 1, O, carries -0.372; number 2, N, carries -0.033

Question: The lowest total energy belongs to which entry?
Answer: C7H10N2O3